[1]
Here is a molecular structure, C21H24IN4OS4SbV in a non-equilibrium geometry from OMol25. Energies are from the ωB97M-V functional and the def2-TZVPD basis.

XYZ file:
```
57
Properties=species:S:1:pos:R:3
V 9.566 9.912 9.999
S 9.818 8.442 14.176
Sb 8.317 9.641 13.244
S 9.161 11.321 11.609
S 8.583 8.309 10.490
S 6.101 9.635 13.282
C 11.844 9.370 7.649
N 10.496 9.808 8.065
C 9.747 10.177 7.063
C 8.485 10.608 7.378
C 7.307 10.948 6.703
C 6.377 11.177 7.693
C 7.006 11.121 8.940
N 8.241 10.662 8.780
C 11.989 7.872 7.453
C 10.903 7.047 7.572
C 11.002 5.657 7.440
C 12.225 5.102 7.192
C 13.307 5.950 7.013
C 13.246 7.323 7.077
H 12.590 9.668 8.500
H 12.032 9.876 6.698
H 10.204 10.186 6.069
H 7.062 11.064 5.689
H 5.311 11.505 7.572
H 6.682 11.360 9.980
H 9.976 7.516 7.825
H 10.126 4.966 7.518
H 12.446 4.083 7.136
H 14.233 5.453 6.742
H 14.049 7.987 6.923
I 5.043 7.597 9.407
C 5.821 7.143 7.526
C 4.997 6.667 6.514
C 5.599 6.448 5.265
C 6.949 6.383 5.170
C 7.729 6.812 6.296
N 7.159 7.218 7.406
H 3.896 6.608 6.609
H 4.986 6.217 4.363
H 7.439 6.096 4.270
H 8.836 6.815 6.271
C 13.421 7.862 12.802
N 12.641 8.125 11.604
C 12.475 7.003 10.661
C 12.097 9.334 11.484
C 12.438 10.473 12.380
O 11.353 9.570 10.487
H 12.925 8.358 13.657
H 14.461 8.208 12.703
H 13.464 6.770 13.018
H 13.335 6.374 10.741
H 12.300 7.372 9.626
H 11.632 6.389 10.986
H 13.494 10.744 12.433
H 12.100 10.326 13.402
H 12.002 11.340 11.977
```

Output
Energy above the lowest of the compared OMol25 structures with the same formula, charge and spin: 113.6 kJ/mol
Charge: +1
HOMO-LUMO gap (spin up / spin down): 6.1 / 6.1 eV
E_HOMO (spin up / spin down): -0.3993 / -0.3993 Eh

---

[2]
Here is a molecular structure, C9H30N6O9 in a non-equilibrium geometry from OMol25. Energies are from the ωB97M-V functional and the def2-TZVPD basis.

XYZ file:
```
54
Properties=species:S:1:pos:R:3
C 14.889 -13.754 3.043
C 13.902 -13.883 1.774
O 14.451 -13.096 0.756
O 16.133 -14.301 2.776
H 14.534 -14.279 3.930
H 14.975 -12.689 3.256
H 12.994 -13.459 2.203
H 13.715 -14.916 1.481
H 13.642 -12.936 0.263
H 16.310 -14.059 1.864
C 16.659 -18.930 3.618
C 16.833 -19.355 2.070
O 16.426 -20.666 1.691
O 15.358 -18.438 3.682
H 17.345 -18.158 3.965
H 16.914 -19.677 4.370
H 17.871 -19.187 1.784
H 16.294 -18.597 1.502
H 15.466 -20.676 1.672
H 15.057 -18.565 4.585
C 17.146 -13.812 -0.416
C 17.793 -15.092 0.255
O 19.193 -14.961 0.612
O 16.912 -12.946 0.604
H 16.166 -14.213 -0.674
H 17.717 -13.521 -1.297
H 17.699 -15.938 -0.425
H 17.340 -15.364 1.208
H 19.616 -15.544 -0.023
H 17.726 -12.747 1.072
C 12.806 -17.014 -1.797
O 12.143 -16.942 -2.861
N 14.102 -17.191 -1.823
N 12.358 -16.891 -0.578
H 14.625 -16.848 -1.030
H 14.518 -17.085 -2.738
H 11.369 -16.788 -0.397
H 13.049 -16.963 0.155
C 14.910 -13.741 -2.223
O 14.761 -14.383 -3.222
N 15.211 -12.481 -2.103
N 14.659 -14.308 -1.109
H 15.795 -11.951 -2.733
H 15.007 -12.039 -1.218
H 14.900 -13.784 -0.280
H 14.462 -15.298 -1.054
C 14.928 -16.783 0.945
O 14.519 -16.126 -0.062
N 16.103 -16.654 1.491
N 14.290 -17.681 1.654
H 16.834 -16.046 1.151
H 16.273 -17.287 2.260
H 13.404 -18.042 1.327
H 14.630 -18.127 2.494
```

Output
Energy above the lowest of the compared OMol25 structures with the same formula, charge and spin: 1233.8 kJ/mol
Charge: 0
HOMO-LUMO gap: 7.9 eV
E_HOMO: -0.3001 Eh

---

[3]
Here is a gas-phase ion, C3H4N3O (charge -1) in a non-equilibrium geometry from OMol25. Energies are from the ωB97M-V functional and the def2-TZVPD basis.

XYZ file:
```
11
Properties=species:S:1:pos:R:3
C -0.608 0.901 -0.205
C -1.049 -0.306 -0.494
C 1.876 -0.161 0.073
N 1.152 -1.167 0.176
N -0.036 -1.375 -0.303
N 3.080 0.312 0.243
O 4.203 0.101 -0.393
H -1.103 1.810 -0.217
H -2.058 -0.654 -0.640
H -0.394 -2.268 0.244
H 3.071 1.138 0.784
```

Output
Energy above the lowest of the compared OMol25 structures with the same formula, charge and spin: 379.8 kJ/mol
Charge: -1
HOMO-LUMO gap (spin up / spin down): 6.7 / 6.7 eV
E_HOMO (spin up / spin down): -0.0842 / -0.0842 Eh

---

[4]
Here is a gas-phase ion, C4H6O4P (charge -1) in a non-equilibrium geometry from OMol25. Energies are from the ωB97M-V functional and the def2-TZVPD basis.

XYZ file:
```
15
Properties=species:S:1:pos:R:3
C -2.239 -1.217 -0.562
C -1.127 -0.587 -0.908
P 0.655 -1.299 -0.010
O 0.975 -0.293 1.317
C 1.758 0.872 1.416
O 1.343 2.050 0.843
C -0.564 0.609 -1.656
O -1.326 1.309 -2.258
O 0.629 0.695 -1.463
H -2.482 -2.053 0.129
H -3.272 -0.840 -1.071
H -0.090 -2.243 0.715
H 2.719 0.476 0.970
H 1.882 0.866 2.545
H 1.141 1.655 -0.007
```

Output
Energy above the lowest of the compared OMol25 structures with the same formula, charge and spin: 511.7 kJ/mol
Charge: -1
SMILES string: C=C(POCO)C(=O)[O-]
HOMO-LUMO gap: 8.3 eV
E_HOMO: -0.1612 Eh

---

| no. | E_tot (Eh) |
| --- | --- |
| 1 | -4183.38016 |
| 2 | -1366.22030 |
| 3 | -355.99270 |
| 4 | -798.32241 |